[1]
This record from OMol25 describes a single C2H2F3OP molecule in a non-equilibrium geometry. The level of theory is ωB97M-V with the def2-TZVPD basis set.

**Relative energy (zero: lowest compared OMol25 entry of this formula, charge and spin)**: 15.6 kcal/mol
**Total energy**: -21594.0008 eV
**E_HOMO**: -10.26 eV
**SMILES string**: O=C(P)C(F)(F)F

The geometry in ORCA input format:
```
! wB97M-V def2-TZVPD RIJCOSX def2/J DEFGRID3
* xyz 0 1
P 0.589 -0.328 -1.568
F -1.079 -0.949 0.915
F -1.721 0.748 -0.273
F -1.092 0.998 1.776
O 1.453 1.141 0.625
C 0.589 0.504 0.102
C -0.832 0.305 0.717
H 1.948 -0.811 -1.140
H 0.145 -1.608 -1.154
*
```

---

[2]
This record from OMol25 describes a molecular structure, C28H51FIN2O18 in a non-equilibrium geometry. The level of theory is ωB97M-V with the def2-TZVPD basis set.

**Relative energy (zero: lowest compared OMol25 entry of this formula, charge and spin)**: 3.4 kcal/mol
**Total energy**: -80508.5701 eV
**E_HOMO**: -11.92 eV

The geometry in ORCA input format:
```
! wB97M-V def2-TZVPD RIJCOSX def2/J DEFGRID3
* xyz 1 1
I -6.193 6.243 -2.688
F -7.327 1.215 -1.552
O 1.980 -2.749 -10.856
O 4.093 -4.404 0.216
O 4.610 0.215 10.262
O -0.709 -1.484 7.816
O 2.175 -3.806 0.985
O 1.789 -2.511 -8.621
O -1.896 0.072 4.369
O 5.824 -0.995 8.796
O 0.868 2.809 -7.172
O -0.218 -0.460 2.982
O 3.696 -0.850 8.496
O -0.808 -2.481 9.839
O -0.721 2.094 -8.606
O -0.034 0.743 -7.080
O -1.665 1.048 2.354
O 0.774 -2.963 8.307
O 3.539 -3.493 -9.405
O 2.909 -2.856 -0.914
N -5.000 4.673 -2.096
N -1.753 3.445 -2.304
C 0.113 1.966 -7.580
C -1.871 -0.721 8.161
C -3.162 5.591 -3.273
C -5.696 1.833 -0.038
C 6.996 -0.671 9.551
C -0.665 3.366 -9.262
C -2.840 1.771 2.702
C 0.996 -3.017 0.854
C -1.092 2.132 -2.372
C -0.188 1.922 -1.207
C -5.599 3.795 -1.349
C -3.755 4.574 -2.427
C -4.955 2.795 -0.879
C 4.702 -0.474 9.283
C 0.536 -1.853 -8.834
C -3.063 3.540 -1.967
C 2.396 -2.904 -9.740
C 2.417 -0.359 8.907
C 0.239 -1.355 4.014
C -3.678 2.679 -1.176
C 4.302 -3.970 -10.519
C 3.054 -3.620 0.005
C -6.217 0.753 -0.930
C -0.300 -2.326 8.763
C -1.311 0.198 3.332
C 1.334 -3.904 9.230
C 0.827 0.446 -5.972
C 5.126 -4.313 -0.775
H 0.603 -0.568 -5.666
H 0.364 -3.250 1.705
H 3.741 -4.716 -11.076
H 0.493 -0.806 4.917
H 5.531 -3.305 -0.813
H -3.032 6.482 -2.707
H -1.776 1.326 -2.534
H -6.512 2.368 0.385
H 4.745 -4.603 -1.751
H 0.157 -1.591 -7.856
H 6.915 -1.050 10.566
H -1.559 3.952 -3.143
H 1.870 0.503 -6.265
H -2.210 5.311 -3.635
H -0.478 2.173 -3.233
H 1.697 -0.731 8.192
H 0.670 -0.948 -9.421
H 1.126 -1.849 3.632
H -3.766 5.792 -4.120
H 0.614 -4.682 9.469
H 7.156 0.404 9.567
H -3.064 2.453 1.885
H -5.510 0.565 -1.701
H 1.659 -3.403 10.139
H -0.518 -2.102 4.237
H 4.579 -3.148 -11.173
H 0.462 -3.271 -0.060
H -0.641 2.192 -0.287
H 2.191 -4.340 8.729
H -2.681 2.349 3.608
H -2.719 -1.375 8.344
H -1.682 -0.100 9.033
H 5.899 -5.006 -0.465
H 0.675 2.522 -1.340
H -3.672 1.083 2.843
H -3.146 1.855 -0.775
H -5.074 1.429 0.714
H -6.615 3.931 -1.138
H -0.931 4.164 -8.573
H -0.171 -2.518 -9.326
H -1.390 3.320 -10.067
H -6.438 -0.144 -0.401
H 0.156 0.919 -1.170
H 5.194 -4.421 -10.100
H 1.239 -1.958 0.869
H 2.165 -0.730 9.899
H 7.822 -1.157 9.044
H 0.325 3.542 -9.671
H 2.401 0.728 8.896
H 0.637 1.120 -5.141
H -2.080 -0.091 7.302
*
```

---

[3]
This record from OMol25 describes a molecular structure, C23H27FeN4O2PS2 in a non-equilibrium geometry. The level of theory is ωB97M-V with the def2-TZVPD basis set.

**<S²>**: 8.8161
**Relative energy (zero: lowest compared OMol25 entry of this formula, charge and spin)**: 0.0 kcal/mol
**Total energy**: -99688.2184 eV
**E_HOMO (spin up / spin down)**: -10.65 / -10.84 eV

The geometry in ORCA input format:
```
! wB97M-V def2-TZVPD RIJCOSX def2/J DEFGRID3
* xyz 1 6
Fe -0.542 0.911 0.737
S -1.472 -1.778 1.056
S -0.469 -0.054 -1.469
P -0.601 -1.925 -0.720
O 0.824 -2.551 -0.427
O -1.187 -2.931 -1.773
N 1.433 1.363 1.086
N -1.569 3.637 0.858
N -0.531 2.991 0.733
N -2.533 1.467 0.973
C 1.324 -4.592 -1.703
C -3.574 -2.297 -1.796
C 3.098 3.148 0.691
C -5.065 2.560 1.200
C 0.961 4.967 0.600
C 2.072 -2.323 -2.533
C -2.139 -2.143 -3.866
C 3.153 1.072 2.809
C -2.411 -2.883 -2.574
C 1.784 -3.197 -1.329
C 3.859 0.211 3.613
C 1.788 2.678 0.829
C -2.712 2.803 0.947
C 3.325 4.501 0.526
C -3.955 3.379 1.039
C 2.035 -0.839 1.791
C 2.766 -1.687 2.586
C -4.885 1.194 1.259
C -3.599 0.684 1.124
C 2.265 5.409 0.502
C 2.223 0.560 1.864
C 3.678 -1.171 3.507
C 0.719 3.605 0.712
H 2.465 6.468 0.398
H 0.984 -5.130 -0.818
H -3.405 -0.382 1.127
H -3.033 -2.170 -4.490
H -3.684 -2.793 -0.833
H -1.323 -2.611 -4.419
H 1.315 -1.233 1.097
H -1.879 -1.104 -3.667
H 2.900 -2.749 -3.101
H -4.493 -2.438 -2.365
H 4.542 0.611 4.351
H 4.226 -1.839 4.158
H -3.416 -1.229 -1.628
H 0.124 5.653 0.584
H -6.058 2.983 1.268
H 2.162 -5.138 -2.141
H -5.716 0.518 1.399
H 2.669 -3.269 -0.698
H 3.922 2.446 0.703
H -4.034 4.456 0.984
H 3.261 2.140 2.938
H 2.344 -1.313 -2.227
H 0.510 -4.557 -2.424
H 2.621 -2.755 2.494
H 1.195 -2.265 -3.181
H 4.340 4.861 0.426
H -2.604 -3.932 -2.788
*
```

---

[4]
This record from OMol25 describes a molecular structure, C11H19F6NNaO11S2 in a non-equilibrium geometry. The level of theory is ωB97M-V with the def2-TZVPD basis set.

**Total energy**: -78120.0165 eV
**E_HOMO**: -5.03 eV

The geometry in ORCA input format:
```
! wB97M-V def2-TZVPD RIJCOSX def2/J DEFGRID3
* xyz -1 1
S 0.489 -9.228 42.798
S -0.948 -6.403 45.739
Na -2.812 -9.461 44.691
F 2.474 -10.624 41.626
F 0.375 -6.694 47.994
F -0.540 -4.811 47.903
F 0.571 -11.614 41.829
F 1.936 -11.374 43.501
F -1.673 -6.574 48.335
O -0.702 -9.531 43.649
O 0.378 -6.270 45.091
O 1.330 -8.286 43.513
O -3.931 -12.235 40.540
O -1.833 -5.251 45.287
O -4.903 -10.129 45.719
O -2.631 -10.754 48.951
O -1.060 -9.268 48.670
O 0.089 -8.696 41.449
O -1.577 -7.720 45.504
O -1.843 -10.326 46.837
N -3.697 -10.849 42.902
C -4.432 -13.038 39.439
C -2.527 -10.124 50.160
C -1.805 -10.093 48.070
C -4.281 -10.870 40.425
C -1.434 -9.119 50.063
C -5.038 -10.990 43.442
C 1.464 -10.791 42.466
C -5.169 -10.319 47.168
C -5.220 -11.325 44.980
C -3.528 -10.117 41.525
C -0.694 -6.058 47.646
H -2.455 -10.226 41.367
H -3.889 -10.444 39.501
H -2.367 -10.918 50.890
H -4.548 -11.168 47.453
H -3.492 -9.710 50.456
H -6.176 -11.831 45.113
H -6.158 -10.441 47.610
H -5.728 -10.174 43.224
H -4.540 -14.097 39.676
H -5.466 -11.872 42.964
H -3.835 -12.863 38.545
H -4.519 -12.111 45.260
H -1.843 -8.140 50.315
H -5.442 -12.711 39.193
H -4.784 -9.415 47.640
H -5.329 -10.585 40.323
H -3.327 -11.776 42.750
H -0.656 -9.438 50.757
H -3.708 -9.045 41.601
*
```

---

- total energy of number 4 (C11H19F6NNaO11S2)?
  -78120.0165 eV